# CH3BrClN

A single CH3BrClN molecule (ωB97M-V/def2-TZVPD, the Open Molecules 2025 dataset).

**Structure (SMILES)**: ClCNBr
**HOMO energy**: -9.682 eV
**ΔE to the lowest compared entry with this formula, charge and spin**: 151.6 kJ/mol
**Orbital gap**: 9.97 eV

The geometry in XYZ format:
```
7
Properties=species:S:1:pos:R:3:nbo_charge:R:1
C -0.194 0.462 0.386 -0.205
N 0.277 -0.794 -0.204 -0.670
Cl -1.995 0.333 0.393 -0.073
Br 1.961 -0.527 -1.015 0.118
H 0.135 1.376 -0.060 0.210
H -0.094 0.367 1.530 0.225
H -0.091 -1.216 -1.030 0.394
```